32
Properties=species:S:1:pos:R:3 method="wB97M-V/def2-TZVPD" e_above_lowest_kj_mol=10.93 orbital_gap_ev=8.85 energy_ev=-23972.73886 smiles=Fc1ccc2nc(CCC#Cc3ccccn3)cn2c1 e_homo_ev=-8.25 max_force_ev_per_a=1.09 lumo_energy_ev=0.598
F -1.41 4.40 3.20
N -1.00 -3.06 -3.32
N 1.43 -0.16 2.90
N 0.16 1.44 2.00
C -0.40 -1.87 -3.34
C 0.62 1.65 4.36
C 1.25 -0.41 1.58
C 1.40 -1.44 -1.48
C 0.77 0.95 3.16
C 0.47 0.57 1.00
C -0.57 2.58 2.00
C -0.70 3.26 3.18
C 1.89 -1.59 0.94
C -0.11 2.81 4.38
C 0.55 -1.62 -2.32
C -1.56 -1.23 -5.32
C -1.86 -3.34 -4.28
C -2.18 -2.47 -5.31
C 2.42 -1.30 -0.47
C -0.66 -0.92 -4.32
H -0.15 0.04 -4.30
H -1.78 -0.51 -6.10
H -1.02 2.92 1.08
H 0.13 0.69 0.00
H -2.32 -4.32 -4.22
H 1.18 -2.42 0.89
H 2.72 -1.90 1.59
H 2.84 -0.29 -0.51
H -2.89 -2.75 -6.07
H -0.25 3.38 5.28
H 1.09 1.26 5.25
H 3.22 -2.01 -0.71


26
Properties=species:S:1:pos:R:3 method="wB97M-V/def2-TZVPD" multiplicity=6 orbital_gap_ev="7.86 / 5.72" energy_ev=-95834.95555 e_homo_ev="-8.21 / -8.23" max_force_ev_per_a=2.24 lumo_energy_ev="-0.350 / -2.513" s2=8.771
Fe 0.83 -1.82 1.74
S 3.73 -3.15 3.49
S 4.32 -1.28 2.60
S 1.78 -3.40 3.27
S 2.76 -0.50 1.64
O -1.71 2.92 -2.26
O 0.47 -2.45 -0.08
O 1.01 -2.84 -2.19
O -1.43 2.25 -0.07
N -0.29 -0.46 3.47
C -0.97 1.27 -0.91
C -0.44 0.05 -0.60
C -0.05 -0.78 -1.65
C -0.75 0.87 -3.28
C -1.89 3.29 -0.91
C -0.19 -0.37 -2.97
C -1.13 1.68 -2.24
C 0.53 -2.14 -1.33
H -1.34 4.22 -0.70
H -0.87 1.21 -4.30
H -2.97 3.46 -0.71
H 0.13 -1.03 -3.76
H -0.29 -1.00 4.33
H -1.22 -0.07 3.36
H 0.34 0.32 3.61
H -0.33 -0.26 0.44


11
Properties=species:S:1:pos:R:3 method="wB97M-V/def2-TZVPD" e_above_lowest_kj_mol=507.80 orbital_gap_ev=7.74 energy_ev=-9131.59460 e_homo_ev=-8.59 max_force_ev_per_a=1.70 lumo_energy_ev=-0.858
N 1.65 -0.10 0.79
N 1.54 0.86 -0.01
N -3.07 0.87 -0.32
N 0.36 1.04 -0.61
C -1.97 0.55 -0.50
C -0.66 0.14 -0.66
C 0.97 -1.17 0.95
H 1.03 -1.61 1.94
H -0.49 -0.82 -1.10
H 0.51 -1.78 0.19
H 0.12 2.03 -0.67


56
Properties=species:S:1:pos:R:3 method="wB97M-V/def2-TZVPD" e_above_lowest_kj_mol=1303.13 orbital_gap_ev=2.45 energy_ev=-26730.91575 e_homo_ev=-8.33 max_force_ev_per_a=5.00 lumo_energy_ev=-5.879
Hg 0.14 -4.68 6.37
O 1.10 -0.86 3.69
O 1.75 -2.58 -6.94
O 0.22 1.46 7.89
O -3.99 -0.44 0.01
O 2.09 6.70 -4.66
C -4.32 1.63 0.68
C -4.98 0.53 -0.22
C 2.91 -2.34 -6.14
C -6.41 0.01 0.12
C 1.39 5.44 -4.44
C 3.44 -1.00 -6.60
C 1.85 -0.25 2.64
C 2.02 4.87 -3.16
C 2.34 -2.24 -4.76
C -0.11 5.62 -4.35
B -0.82 -6.90 3.02
B 1.40 -3.27 10.16
H -0.58 1.17 8.33
H 1.95 3.78 -3.10
H 0.37 -3.48 9.91
H 1.84 -0.87 1.74
H -6.46 -0.18 1.19
H 1.42 -2.65 11.04
H -0.09 -7.33 3.68
H 0.97 1.41 8.48
H -0.44 6.29 -5.15
H -0.34 -6.07 2.53
H -4.79 2.61 0.55
H 2.85 0.01 2.96
H -3.11 -0.09 0.18
H -4.50 1.44 1.74
H 1.74 -1.34 -4.61
H 1.77 -3.10 -4.42
H 2.04 -2.32 -7.81
H -7.12 0.80 -0.10
H 2.59 -0.34 -6.69
H 3.14 -2.19 -4.01
H -1.64 -6.47 3.57
H 0.33 0.93 7.10
H 1.45 0.72 2.33
H 1.85 -2.80 9.29
H -1.19 -7.59 2.28
H 3.08 5.10 -3.27
H 1.71 7.28 -5.32
H 1.71 5.29 -2.21
H -6.79 -0.90 -0.35
H 1.56 4.76 -5.27
H -0.31 6.16 -3.43
H 1.91 -4.21 10.35
H -3.26 1.79 0.47
H 4.22 -0.63 -5.94
H 3.93 -1.15 -7.56
H -4.93 0.95 -1.22
H 3.68 -3.10 -6.27
H -0.56 4.63 -4.31


88
Properties=species:S:1:pos:R:3 method="wB97M-V/def2-TZVPD" charge=-1 orbital_gap_ev=8.84 energy_ev=-77135.07390 e_homo_ev=-7.58 max_force_ev_per_a=3.56 lumo_energy_ev=1.257
O 1.52 2.14 -1.14
O -0.41 0.87 -0.34
O -2.13 5.32 -5.22
O -1.22 0.22 -3.75
O 0.60 0.20 -2.41
O -2.51 1.02 -1.14
O 1.93 -0.03 -0.23
O 6.68 -4.39 -3.66
O 5.37 -3.25 -4.87
O -1.00 -7.29 -1.84
O -2.41 -6.17 -0.77
O 3.72 0.46 1.12
O 3.29 3.20 -0.09
O -0.04 5.70 -5.12
N 0.88 2.33 4.41
N -1.70 -6.35 -1.74
N -1.09 5.43 -4.59
N -5.17 2.23 3.31
N 5.68 -3.75 -3.76
N 0.41 -3.03 5.18
C -2.35 -4.05 -2.42
C -1.17 4.39 -0.46
C -3.62 0.20 2.33
C -1.16 5.13 -3.16
C -4.03 2.53 2.69
C 0.24 4.63 4.45
C -2.26 4.54 -2.59
C 1.62 3.89 2.66
C -0.48 -4.18 -4.53
C -1.34 0.80 -1.29
C 0.45 -2.61 2.76
C -4.73 -0.10 3.04
C -1.18 -3.00 -4.18
C -0.38 -0.88 4.22
C 0.00 -1.28 2.91
C 2.74 -2.99 -1.37
C 0.31 3.35 5.04
C -0.06 5.40 -2.27
C -2.30 4.25 -1.26
C -0.73 0.25 -2.65
C 2.92 0.76 0.26
C 2.65 2.22 -0.39
C 3.45 -3.06 -2.55
C 4.80 -3.54 -2.55
C -0.03 4.97 -0.95
C -5.45 0.97 3.56
C -1.63 -5.21 -2.65
C -0.19 -1.79 5.29
C 0.74 -3.42 3.90
C 0.89 4.87 3.20
C 3.34 -3.40 -0.21
C 5.35 -3.98 -1.33
C 4.65 -3.89 -0.15
C -2.15 -2.95 -3.24
C -0.72 -5.25 -3.72
C 1.61 2.67 3.35
C -3.22 1.52 2.18
B 0.95 0.78 -1.05
H 0.13 -4.18 -5.42
H 3.02 -2.75 -3.49
H -0.26 3.14 5.93
H -3.72 3.50 2.32
H -0.78 0.12 4.31
H -0.12 -0.60 2.07
H 1.71 -2.65 -1.38
H 0.83 5.32 -0.40
H -0.34 -6.24 -3.92
H -0.59 -1.55 6.26
H 0.83 -2.99 1.83
H -0.43 5.31 4.94
H -2.31 1.88 1.72
H -2.93 -0.56 2.02
H -3.25 3.87 -0.92
H 1.04 -4.45 3.76
H -4.94 -1.15 3.18
H -3.14 4.24 -3.14
H -1.19 4.19 0.60
H 6.31 -4.47 -1.21
H 0.68 5.78 2.66
H -2.82 -2.12 -3.11
H -6.36 0.93 4.13
H 2.19 1.87 2.92
H 2.11 3.96 1.70
H -1.03 -2.12 -4.79
H 0.83 5.93 -2.58
H 2.70 -3.23 0.64
H 5.00 -4.25 0.80
H -3.09 -4.12 -1.64


125
Properties=species:S:1:pos:R:3 method="wB97M-V/def2-TZVPD" charge=-1 e_above_lowest_kj_mol=75.36 orbital_gap_ev=5.73 energy_ev=-185740.98976 e_homo_ev=-4.32 max_force_ev_per_a=1.12 lumo_energy_ev=1.412
Y -0.04 -0.76 0.08
Br 2.25 0.78 -0.22
S -0.10 4.18 -1.53
P -0.69 1.09 2.77
P 1.56 -0.65 3.30
O -1.42 2.44 3.24
O -0.59 1.12 1.27
O 0.86 -1.48 4.45
O -1.32 -0.06 3.51
O 3.09 -0.75 3.72
O 4.41 4.12 0.21
O 1.28 -1.23 1.96
O 0.86 1.31 4.96
N 0.20 -0.71 -2.31
N -1.40 -2.36 1.06
N -2.19 -0.23 -0.75
N 1.95 3.46 -3.08
N 1.01 -2.78 -0.50
N 2.45 4.00 -0.89
C -4.69 -0.79 2.03
C 3.10 -3.71 -0.77
C 0.48 -5.47 2.08
C 4.92 4.93 -2.91
C -4.59 -0.45 3.37
C 5.62 4.75 -4.10
C -3.71 1.30 -1.55
C -3.28 1.50 -6.35
C 1.05 -7.78 3.56
C -3.06 -3.15 2.43
C 0.26 0.12 -4.45
C 1.43 -0.53 -4.24
C 0.62 -5.41 3.47
C -3.45 -0.98 1.21
C 1.16 -3.82 0.36
C 2.36 -1.89 -2.34
C -0.50 0.02 -3.22
C -5.96 -0.98 1.47
C 1.37 -1.07 -2.90
C 0.92 -7.85 2.18
C 2.47 -4.41 0.21
C 0.86 5.89 -4.69
C -2.75 0.80 -5.28
C -6.99 -0.46 3.59
C -2.31 1.46 -4.13
C 1.42 4.58 -5.23
C 4.78 -1.30 -2.39
C -7.10 -0.81 2.25
C 1.94 2.16 3.03
C 1.50 3.86 -1.90
C 0.19 -4.23 1.29
C -2.07 -4.08 2.42
C 2.17 -2.71 -1.23
C -1.72 0.67 -2.99
C 6.05 -1.35 -2.95
C 4.98 2.54 -2.52
C 5.99 3.47 -4.50
C 3.70 -1.95 -3.00
C 5.20 -2.70 -4.75
C 5.67 2.37 -3.72
C 0.99 1.10 3.54
C -3.39 2.89 -6.30
C -2.47 0.60 -1.80
C -2.42 2.85 -4.09
C -4.16 0.87 -0.35
C 0.90 -6.56 4.20
C 0.64 -6.70 1.45
C 1.18 3.39 -4.32
C 3.83 3.99 -0.85
C 6.26 -2.05 -4.14
C 4.60 3.82 -2.13
C -2.64 -2.08 1.56
C -5.73 -0.28 4.15
C -1.02 -3.57 1.56
C -3.23 -0.13 0.12
C -2.96 3.56 -5.16
C 3.93 -2.65 -4.18
H 1.44 3.13 2.99
H 4.10 -3.87 -1.15
H -3.59 -0.30 3.79
H -2.06 -5.04 2.92
H -5.06 1.18 0.16
H -6.04 -1.26 0.43
H 0.97 4.34 -6.20
H -3.80 3.44 -7.14
H 7.25 -2.09 -4.58
H 4.61 5.92 -2.60
H 1.27 -8.68 4.13
H 2.86 -5.23 0.79
H 0.06 0.87 5.26
H 6.88 -0.86 -2.46
H -0.11 -1.43 4.26
H 5.35 -3.25 -5.67
H 5.87 5.61 -4.71
H -2.67 -0.28 -5.32
H 1.08 6.72 -5.37
H 3.10 -3.17 -4.64
H -2.06 3.38 -3.21
H 1.01 -6.49 5.28
H 1.03 -8.80 1.67
H -4.01 -3.21 2.94
H 0.13 3.29 -4.05
H 6.52 3.33 -5.44
H -1.49 3.04 2.49
H -0.06 0.63 -5.34
H 2.03 4.04 0.03
H 5.94 1.37 -4.04
H -3.62 0.96 -7.23
H -3.03 4.64 -5.11
H 2.50 4.67 -5.40
H 4.69 1.69 -1.91
H -8.08 -0.97 1.80
H 0.53 -6.75 0.37
H 0.52 -4.45 3.96
H 1.47 2.47 -4.82
H 1.29 6.14 -3.71
H 2.32 1.91 2.04
H 4.59 -0.76 -1.46
H 2.89 3.09 -3.13
H -4.18 2.02 -2.21
H -5.64 0.00 5.19
H -0.22 5.83 -4.56
H 3.54 0.10 3.70
H 2.24 -0.66 -4.94
H -7.88 -0.33 4.19
H 2.77 2.26 3.74


20
Properties=species:S:1:pos:R:3 method="wB97M-V/def2-TZVPD" e_above_lowest_kj_mol=303.05 orbital_gap_ev=9.54 energy_ev=-17246.66778 e_homo_ev=-8.94 max_force_ev_per_a=4.87 lumo_energy_ev=0.601
Si 0.51 -0.34 0.73
O -0.64 -1.14 -0.13
N -2.48 -0.93 -3.47
N -2.75 -1.60 -2.58
C 1.34 1.06 -0.23
C -0.53 0.43 2.15
C 1.90 -1.61 1.15
C -2.32 -0.06 -4.37
H -0.35 1.53 2.41
H -2.80 -0.30 -5.32
H -1.21 -1.04 -0.87
H 2.38 1.29 0.09
H 1.38 -2.56 1.34
H 1.49 1.06 -1.37
H 2.60 -1.88 0.46
H -1.57 0.65 1.96
H 0.75 2.03 0.00
H -0.23 -0.07 3.03
H -1.61 0.65 -4.08
H 2.37 -1.28 2.15


89
Properties=species:S:1:pos:R:3 method="wB97M-V/def2-TZVPD" charge=+1 orbital_gap_ev=6.66 energy_ev=-81907.34044 e_homo_ev=-11.25 max_force_ev_per_a=2.86 lumo_energy_ev=-4.589
S -1.44 1.30 -5.38
S -0.98 2.08 -0.26
P -0.73 0.18 -0.50
F 3.90 -0.97 0.31
F 2.72 -1.85 -1.49
O -4.75 -2.79 -6.80
O -3.81 -1.70 -5.06
O -5.53 1.97 3.14
O -1.02 -0.62 0.88
O -3.37 -3.88 -5.39
O -1.78 -0.39 -1.57
O 1.37 -3.45 0.59
N 2.55 -1.06 0.59
N 1.96 0.57 2.12
N 1.76 0.92 -0.26
C -3.11 -2.16 -3.90
C 1.26 -0.05 -2.61
C -4.05 -2.79 -5.85
C -0.01 0.35 -4.75
C 1.40 1.83 2.68
C 3.99 3.92 -0.87
C -4.29 2.32 2.55
C 4.74 2.12 0.72
C -6.38 1.40 2.17
C 0.34 1.48 3.73
C 2.43 -6.97 1.31
C 0.48 0.99 -3.43
C -3.19 2.38 3.60
C 2.80 1.75 -0.91
C -2.47 -3.44 -4.38
C 2.61 -5.45 1.05
C 0.87 -2.68 -0.46
C 3.51 2.74 0.00
C 2.07 0.25 0.90
C -2.47 3.75 3.74
C 1.05 -0.08 -1.09
C 1.76 -1.43 -0.61
C -0.24 2.69 4.45
C -0.94 3.77 3.61
C 1.37 -4.86 0.36
H 3.52 1.13 -1.44
H 3.40 4.04 -1.77
H -1.48 -3.27 -4.83
H 1.13 1.83 -3.65
H 5.09 1.28 0.14
H -0.42 0.82 3.32
H 0.98 -1.03 -2.96
H -3.66 2.15 4.55
H 2.86 -4.88 1.93
H -7.41 1.48 2.48
H 0.49 -5.33 0.79
H 1.39 -7.24 1.14
H 2.31 0.05 -2.84
H 2.31 -0.12 2.78
H 2.86 3.17 0.75
H -0.62 3.78 2.58
H -4.04 1.53 1.85
H -0.92 2.41 5.24
H 2.29 2.32 -1.67
H -6.27 1.95 1.23
H -6.09 0.37 1.96
H -2.47 1.60 3.41
H 0.94 -3.19 -1.42
H 3.03 -7.52 0.60
H -2.37 -4.19 -3.60
H 2.71 -7.20 2.32
H 0.87 0.90 4.48
H -0.40 1.37 -2.92
H 5.03 3.82 -1.13
H -0.18 -2.44 -0.30
H 4.44 1.76 1.69
H -0.39 -0.64 -4.53
H 1.08 2.48 1.89
H -2.86 4.40 2.96
H 2.21 2.27 3.25
H -2.39 -1.42 -3.58
H -0.29 -1.18 1.18
H 3.89 4.84 -0.31
H 0.76 0.33 -5.50
H -0.63 4.73 4.00
H -3.84 -2.33 -3.10
H -2.52 0.71 -4.85
H -4.36 3.22 1.96
H -2.78 4.19 4.68
H 3.41 -5.33 0.33
H 5.50 2.88 0.82
H 1.44 -5.11 -0.69
H -2.55 -0.68 -1.06
H 0.61 3.16 4.94